A molecular structure, C49H125AgF3N7O17. Source: the Open Molecules 2025 dataset; level of theory: ωB97M-V with the def2-TZVPD basis set.

Last column: Löwdin charge in e.
Atoms and positions in Å:
Ag1 1.8822 -3.9955 -1.7887  0.770
C1 -0.8215 -6.2456 -1.2464  -0.484
O1 -0.2574 -7.5075 -1.5864  -0.072
O2 0.1589 -5.3570 -1.4541  -0.281
C2 -2.0452 -5.9081 -2.1210  -0.556
F1 -2.7463 -4.9058 -1.5207  0.097
F2 -1.7722 -5.5844 -3.3791  0.164
F3 -2.9225 -6.9250 -2.2042  0.141
C3 -0.9081 -8.6504 -1.0594  -0.279
C4 -0.3643 -9.8710 -1.8052  -0.052
H1 0.6928 -9.9864 -1.5655  0.067
H2 -0.8917 -10.7862 -1.5441  0.086
H3 -0.5333 -9.6667 -2.8614  0.086
H4 -1.9899 -8.7293 -1.1796  0.114
H5 -0.7113 -8.7459 0.0186  0.102
H6 -1.1839 -6.2736 -0.1999  0.146
C5 0.5779 -1.3237 -1.2056  -0.086
C6 0.3954 -1.8905 0.2045  -0.629
C7 -0.9848 -2.5645 0.2472  -0.047
O3 1.4486 -2.6859 0.6497  -0.306
H7 0.7493 -2.0876 -1.9674  0.042
H8 1.4663 -0.6798 -1.1348  0.050
H9 -0.2541 -0.7176 -1.5716  0.065
H10 0.3243 -0.9884 0.8560  0.094
H11 -1.0113 -3.4208 -0.4318  0.064
H12 -1.7571 -1.8346 -0.0132  0.069
H13 -1.1793 -2.8933 1.2707  0.048
C8 -0.4023 5.1663 -1.2431  -0.050
O4 -1.7847 5.1021 -1.6177  -0.198
C9 -2.1362 5.6248 -2.8685  -0.203
C10 -1.7516 4.8664 -4.1351  -0.084
N1 -2.4515 3.5534 -4.1677  0.060
H14 -2.0718 3.0650 -3.3517  0.118
H15 -3.4498 3.6599 -3.9881  0.167
C11 -2.4430 2.6426 -5.3767  -0.035
C12 -1.0523 2.0428 -5.5909  -0.172
O5 -0.4570 1.8027 -4.3219  -0.230
C13 0.7116 0.9989 -4.3888  -0.076
H16 0.3032 4.8840 -2.0325  0.094
H17 -0.1752 4.5246 -0.3982  0.076
H18 -0.2524 6.2358 -1.0689  0.106
H19 -1.8125 6.6674 -2.9348  0.150
H20 -3.2292 5.6155 -2.9441  0.113
H21 -0.6893 4.7440 -4.3563  0.141
H22 -2.0087 5.5246 -4.9707  0.155
H23 -2.6536 3.2931 -6.2219  0.151
H24 -3.1256 1.8198 -5.1883  0.145
H25 -0.4025 2.7280 -6.1426  0.141
H26 -1.1498 1.0846 -6.1047  0.143
H27 1.5325 1.5603 -4.8426  0.100
H28 0.5531 0.0712 -4.9460  0.105
H29 0.9655 0.7301 -3.3634  0.062
C14 -4.4674 -2.0126 1.9845  -0.052
O6 -4.5010 -0.5838 2.0870  -0.232
C15 -4.5552 -0.0692 3.4006  -0.185
C16 -5.5245 1.1043 3.4993  -0.080
N2 -6.9751 0.7326 3.7526  0.083
H30 -6.8128 0.2146 4.6208  0.175
H31 -7.5518 1.5321 4.0160  0.186
C17 -7.7093 -0.2205 2.7793  -0.031
C18 -7.4680 0.0980 1.3261  -0.203
O7 -7.6775 1.4597 0.9615  -0.217
C19 -9.0953 1.7530 0.9230  -0.045
H32 -5.1698 -2.4541 2.6914  0.095
H33 -3.4632 -2.4251 2.1192  0.080
H34 -4.6779 -2.2680 0.9468  0.103
H35 -3.5583 0.2663 3.6884  0.133
H36 -4.9536 -0.8588 4.0521  0.135
H37 -5.5532 1.8080 2.6703  0.109
H38 -5.1839 1.6731 4.3682  0.144
H39 -8.7375 -0.2069 3.1339  0.149
H40 -7.2273 -1.1429 3.1015  0.131
H41 -8.0519 -0.5877 0.7024  0.151
H42 -6.4547 -0.1622 1.0196  0.104
H43 -9.7656 0.9086 0.7439  0.108
H44 -9.2407 2.5127 0.1637  0.096
H45 -9.4081 2.0603 1.9260  0.093
C20 6.2877 1.0388 0.0201  -0.058
O8 5.1026 0.2568 -0.1270  -0.249
C21 5.2081 -1.1360 0.1286  -0.191
C22 5.2229 -1.4356 1.5981  -0.042
N3 3.8224 -1.2902 2.2081  0.066
H46 3.0225 -1.7198 1.6722  0.140
H47 3.7546 -2.0147 2.9372  0.170
C23 3.5520 -0.0794 3.0608  -0.091
C24 2.0949 0.1320 3.3535  -0.228
O9 1.5896 -0.8065 4.2781  -0.144
C25 0.1931 -0.8790 4.1781  -0.112
H48 6.7045 0.9843 1.0287  0.091
H49 6.0411 2.0559 -0.2639  0.098
H50 7.0588 0.6400 -0.6475  0.101
H51 6.1014 -1.4303 -0.4303  0.139
H52 4.2899 -1.5461 -0.2905  0.102
H53 5.7946 -0.7379 2.2040  0.134
H54 5.4251 -2.4824 1.8148  0.147
H55 4.0055 0.7506 2.5153  0.119
H56 4.1139 -0.1089 3.9964  0.155
H57 1.5086 0.0490 2.4278  0.100
H58 1.9091 1.1296 3.7711  0.130
H59 -0.1811 -1.3466 5.0899  0.103
H60 -0.2055 -1.3395 3.2712  0.076
H61 -0.3263 0.0911 4.2790  0.094
C26 -1.6043 -6.2668 4.5730  -0.044
O10 -1.5220 -5.1838 3.6293  -0.188
C27 -0.4216 -4.3309 3.8177  -0.223
C28 0.9201 -4.9457 3.4756  -0.093
N4 0.9256 -5.4164 2.0597  0.075
H62 0.1534 -6.0349 1.8009  0.171
H63 0.8697 -4.5194 1.5283  0.117
C29 2.2601 -5.8715 1.5342  -0.097
C30 2.5142 -7.2790 1.9944  -0.221
O11 1.3877 -8.0607 1.7040  -0.201
C31 1.5631 -9.4689 1.7912  -0.057
H64 -2.2951 -7.0038 4.1715  0.102
H65 -1.9931 -5.8559 5.5045  0.101
H66 -0.6502 -6.7854 4.6762  0.087
H67 -0.4292 -3.9035 4.8253  0.135
H68 -0.6065 -3.5576 3.0693  0.085
H69 1.2160 -5.7821 4.1067  0.131
H70 1.7055 -4.1921 3.5415  0.126
H71 3.0034 -5.1378 1.8311  0.126
H72 2.1513 -5.9211 0.4552  0.111
H73 2.6747 -7.3657 3.0799  0.134
H74 3.4137 -7.7052 1.5358  0.143
H75 1.7642 -9.8983 0.8055  0.093
H76 0.6776 -9.9443 2.2000  0.101
H77 2.4525 -9.7324 2.3705  0.099
C32 1.8131 1.9228 0.0770  -0.084
O12 2.3376 3.2199 0.3552  -0.173
C33 2.1791 3.5532 1.7089  -0.220
C34 2.7650 4.9944 1.8577  -0.076
N5 3.0699 5.3100 3.2966  0.055
H78 2.2542 5.5475 3.8698  0.181
H79 3.4102 4.4318 3.6947  0.168
C35 4.1073 6.4396 3.4074  -0.056
C36 4.2216 6.8063 4.8624  -0.230
O13 2.9718 7.3031 5.2395  -0.183
C37 2.8045 7.3865 6.6557  -0.057
H80 0.9578 1.7362 0.7313  0.085
H81 2.5876 1.1542 0.1543  0.076
H82 1.4581 1.9046 -0.9547  0.081
H83 2.7662 2.8962 2.3649  0.108
H84 1.1341 3.6661 2.0148  0.133
H85 1.9003 5.6143 1.6255  0.137
H86 3.5931 5.1450 1.1740  0.146
H87 3.6853 7.1329 2.6846  0.145
H88 5.0565 6.0348 3.0583  0.146
H89 5.0407 7.5223 5.0154  0.154
H90 4.6182 5.9566 5.4424  0.142
H91 1.8923 7.9310 6.8881  0.101
H92 3.6252 7.9044 7.1524  0.108
H93 2.6663 6.3879 7.0822  0.094
C38 7.6606 -0.8637 -6.4670  -0.023
O14 6.6692 -1.1863 -5.4676  -0.221
C39 6.8122 -2.4956 -4.9873  -0.195
C40 5.7800 -2.6775 -3.8828  -0.056
N6 4.4545 -2.0099 -4.2374  0.071
H94 4.6323 -1.3867 -5.0482  0.160
H95 3.7489 -2.6686 -4.5636  0.177
C41 3.7848 -1.0993 -3.2068  -0.085
C42 4.5669 0.1850 -3.1442  -0.199
O15 4.6842 0.5991 -4.4868  -0.221
C43 5.1997 1.8880 -4.7511  -0.058
H96 7.2269 -1.0298 -7.4543  0.105
H97 8.5987 -1.3986 -6.3449  0.105
H98 7.7820 0.2133 -6.3674  0.093
H99 7.7906 -2.6298 -4.5185  0.147
H100 6.6509 -3.2452 -5.7680  0.148
H101 6.0578 -2.1516 -2.9685  0.111
H102 5.5694 -3.7041 -3.5914  0.140
H103 3.7412 -1.6520 -2.2651  0.093
H104 2.7832 -0.9861 -3.6203  0.116
H105 5.6060 -0.0202 -2.8433  0.127
H106 4.2137 1.0009 -2.5104  0.131
H107 5.9826 2.2383 -4.0711  0.103
H108 4.3985 2.6300 -4.7840  0.090
H109 5.6850 1.8284 -5.7236  0.101
C44 -2.5151 1.1649 -1.6498  -0.057
O16 -3.5055 2.1881 -1.5049  -0.228
C45 -4.4966 1.9493 -0.5135  -0.166
C46 -5.3998 3.1302 -0.1315  -0.081
N7 -5.1407 4.3906 -0.9077  0.062
H110 -4.1923 4.7234 -0.6887  0.158
H111 -5.2134 4.2280 -1.9074  0.167
C47 -6.1059 5.5319 -0.5568  -0.057
C48 -5.7478 6.7228 -1.4199  -0.228
O17 -4.4771 7.1639 -1.0193  -0.214
C49 -4.3656 8.6114 -1.1664  -0.026
H112 -2.2450 0.7286 -0.6864  0.089
H113 -1.6480 1.6392 -2.1064  0.065
H114 -2.9447 0.4456 -2.3496  0.113
H115 -3.8718 1.7348 0.3641  0.118
H116 -5.1181 1.0819 -0.7441  0.138
H117 -5.4856 3.2979 0.9342  0.125
H118 -6.3902 2.8914 -0.5197  0.119
H119 -6.1668 5.6769 0.5172  0.149
H120 -7.0521 5.0682 -0.8506  0.143
H121 -6.5646 7.4178 -1.1809  0.149
H122 -5.8108 6.5603 -2.5030  0.141
H123 -4.7762 9.0104 -2.0903  0.105
H124 -3.2981 8.8068 -1.1032  0.091
H125 -4.8295 9.0296 -0.2748  0.104

Calculated values
Net charge: +6
ΔE to the lowest compared entry with this formula, charge and spin (kcal/mol): 0.00
HOMO-LUMO gap (Eh): 0.22118

---

11 unconnected molecules or ions with the total composition C49H126BrN9O9. Source: the Open Molecules 2025 dataset; level of theory: ωB97M-V with the def2-TZVPD basis set.

Last column: Löwdin charge in e.
Atoms and positions in Å:
C1 8.6911 5.1242 -3.8250  -0.036
C2 7.4033 4.9678 -4.4192  -0.209
C3 8.9229 0.8058 -5.0213  0.030
C4 7.5659 0.8690 -4.9419  -0.158
C5 6.9321 2.0642 -5.6819  -0.172
C6 5.8073 2.7951 -4.9940  -0.399
N1 6.4127 3.8903 -3.9885  -0.154
O1 6.0649 3.9309 -2.9166  0.102
C7 5.0820 1.8495 -4.0278  -0.058
C8 4.8316 3.5812 -5.9786  -0.003
C9 6.8163 5.9679 -5.3683  -0.046
H1 9.2506 4.7692 -4.7096  0.118
H2 8.9478 4.4155 -3.0711  0.092
H3 9.0881 6.1082 -3.6897  0.094
H4 9.4935 -0.0866 -4.7109  0.067
H5 9.3161 1.6605 -5.5968  0.067
H6 6.9175 0.0681 -4.4819  0.094
H7 8.7217 -2.5263 -10.7672  0.082
H8 6.4685 1.7105 -6.6109  0.129
H9 7.6815 2.6714 -6.2372  0.129
H10 4.6337 0.9497 -4.4872  0.104
H11 4.2693 2.4322 -3.6260  0.080
H12 5.7681 1.4854 -3.2317  0.094
H13 5.3096 3.8755 -6.8456  0.052
H14 4.2315 4.4177 -5.5480  0.098
H15 4.1407 2.7676 -6.2099  0.089
H16 7.2545 6.9947 -5.2619  0.107
H17 5.6856 5.9845 -5.4921  0.080
H18 7.0509 5.6515 -6.4179  0.097
C10 5.4560 -4.2579 0.5209  0.015
C11 6.0870 -5.1920 -0.6236  -0.426
C12 4.9624 -5.7642 -1.4513  -0.150
C13 5.3935 -6.4294 -2.7373  -0.148
C14 5.8614 -5.3055 -3.6418  -0.132
C15 7.0520 -4.5421 -3.0927  -0.474
N2 6.8235 -4.3602 -1.6388  0.076
O2 7.3228 -3.2292 -1.1889  0.157
C16 7.0851 -3.1587 -3.7901  0.000
C17 8.3501 -5.2591 -3.2826  0.006
C18 7.1466 -6.1422 0.0261  0.041
H19 4.8638 -3.4159 0.1489  0.083
H20 6.3037 -3.8055 1.0549  0.094
H21 4.8731 -5.0434 1.0008  0.098
H22 4.2670 -4.8949 -1.6214  0.123
H23 4.4803 -6.4862 -0.8204  0.131
H24 4.6189 -7.0219 -3.2356  0.134
H25 6.2142 -7.1307 -2.4870  0.123
H26 4.9505 -4.6777 -3.7975  0.144
H27 6.1064 -5.6901 -4.5658  0.109
H28 7.2855 -3.4537 -4.8086  0.103
H29 7.8543 -2.4908 -3.4046  0.091
H30 6.1171 -2.6749 -3.7559  0.090
H31 8.6373 -5.2070 -4.3274  0.110
H32 8.5216 -6.2799 -2.9259  0.104
H33 9.1996 -4.7509 -2.7691  0.122
H34 6.7691 -6.3507 1.0108  0.094
H35 8.0352 -5.5935 0.2431  0.091
H36 7.3212 -7.0258 -0.6107  0.101
C19 -3.2377 -1.5130 2.7356  0.100
N3 -2.6201 -2.5040 1.6203  -0.338
C20 -2.4273 -3.8583 2.2360  0.004
C21 -3.4213 -2.7152 0.4390  -0.045
C22 -1.2625 -2.1424 1.1556  -0.336
C23 -1.1628 -1.1228 0.2574  -0.074
O3 0.6782 -1.6728 -0.5112  -0.757
H37 -4.1578 -2.0414 3.0212  0.102
H38 -3.5497 -0.5800 2.2361  0.105
H39 -2.4643 -1.3805 3.5101  0.113
H40 -1.6623 -3.7988 3.0319  0.130
H41 -2.1471 -4.5414 1.4554  0.106
H42 -3.4260 -4.0797 2.5173  0.090
H43 -3.0083 -3.2826 -0.3509  0.113
H44 -3.7559 -1.7642 0.0296  0.106
H45 -4.3658 -3.2172 0.6693  0.120
H46 -0.6832 -2.9823 0.7343  0.089
H47 -0.6753 -1.8835 2.0429  0.143
H48 -0.5061 -0.2930 0.4879  0.059
H49 -1.9700 -0.9187 -0.4161  0.055
H50 1.3510 -0.9707 -0.2326  0.073
C24 -9.2356 4.3303 -8.7517  0.002
N4 -9.1969 5.0697 -7.5041  -0.398
C25 -7.7948 5.6223 -7.2251  0.031
C26 -9.9992 6.3219 -7.7095  0.020
C27 -9.6686 4.2409 -6.3311  -0.091
C28 -9.1817 2.8250 -6.1328  -0.271
O4 -7.8077 2.7392 -5.9688  -0.039
H51 -8.4933 3.5279 -8.6111  0.115
H52 -8.8690 4.9782 -9.5202  0.111
H53 -10.2595 3.9186 -8.9021  0.146
H54 -7.6250 6.2942 -8.0932  0.116
H55 -7.1445 4.7580 -7.4779  0.110
H56 -7.6465 6.0402 -6.2451  0.112
H57 -9.9804 6.8045 -6.7092  0.132
H58 -10.9962 6.0310 -7.9876  0.110
H59 -9.5085 6.8624 -8.5208  0.115
H60 -10.8021 4.2009 -6.4092  0.174
H61 -9.3210 4.7886 -5.4758  0.128
H62 -9.4794 2.1090 -6.8788  0.122
H63 -9.7298 2.4670 -5.2251  0.147
H64 -7.6264 1.8003 -6.1103  0.111
C29 -2.2835 -8.9547 -10.7384  0.045
N5 -1.9131 -8.3263 -9.3763  -0.354
C30 -1.0594 -7.0999 -9.5421  0.017
C31 -3.1405 -7.9632 -8.6146  0.004
C32 -1.1894 -9.3958 -8.6138  -0.139
C33 -0.4425 -9.1953 -7.3479  -0.239
O5 -1.1925 -8.6869 -6.2671  -0.043
H65 -3.2828 -8.6756 -11.0662  0.112
H66 -2.3248 -10.0291 -10.5987  0.103
H67 -1.5448 -8.7438 -11.5329  0.125
H68 -0.7871 -6.7206 -8.5551  0.106
H69 -1.6351 -6.3520 -10.1863  0.145
H70 -0.1319 -7.3260 -10.0602  0.110
H71 -3.8121 -8.8499 -8.4596  0.139
H72 -3.7196 -7.2140 -9.0855  0.098
H73 -2.7803 -7.7442 -7.6145  0.092
H74 -0.5020 -9.6986 -9.4052  0.145
H75 -1.9212 -10.2102 -8.5487  0.148
H76 0.4192 -8.5775 -7.4846  0.117
H77 0.0415 -10.1730 -7.1907  0.151
H78 -1.5068 -9.4442 -5.7489  0.116
C34 -5.1323 -12.4310 6.1913  -0.038
C35 -4.1590 -12.3444 7.3060  -0.346
C36 -3.4078 -11.0295 7.4329  -0.187
O6 -2.7232 -10.9616 8.6748  -0.196
C37 -3.2086 -9.9783 9.6287  -0.054
N6 -4.8721 -12.5171 8.6133  0.216
H79 -4.2126 -12.3937 9.3953  0.162
H80 -5.6381 -11.8064 8.7060  0.191
H81 -5.1871 -13.5237 8.6505  0.207
H82 -4.7212 -12.3492 5.1936  0.098
H83 -5.8798 -11.6297 6.2965  0.099
H84 -5.7384 -13.3787 6.1588  0.119
H85 -3.4076 -13.1395 7.3123  0.170
H86 -4.1304 -10.1961 7.3617  0.136
H87 -2.7197 -10.8562 6.6111  0.141
H88 -2.6765 -10.1349 10.5412  0.091
H89 -4.2993 -10.0106 9.7163  0.083
H90 -2.9002 -8.9606 9.2858  0.108
C38 6.6715 3.5043 14.5466  -0.039
C39 5.5945 2.9072 13.6762  -0.284
C40 6.0202 1.5208 13.3709  -0.225
O7 4.9530 0.9116 12.6803  -0.225
C41 5.1004 -0.2978 11.7607  0.017
N7 4.2253 2.9219 14.4655  0.254
H91 3.4699 2.9732 13.8022  0.157
H92 4.2069 2.0649 14.9852  0.158
H93 4.1336 3.7590 15.0324  0.169
H94 6.4521 4.4944 14.9384  0.093
H95 7.6808 3.6343 14.1100  0.120
H96 6.8193 2.8560 15.4024  0.096
H97 5.2610 3.5065 12.8266  0.159
H98 6.2170 0.9307 14.2710  0.145
H99 6.9437 1.4923 12.7433  0.161
H100 4.3496 -0.1676 10.9933  0.080
H101 4.8669 -1.2084 12.3151  0.087
H102 6.1186 -0.2907 11.4215  0.079
C42 4.5128 11.9157 -2.6492  -0.027
C43 3.2574 11.1510 -2.7051  -0.256
C44 2.4728 10.9867 -1.4528  -0.184
O8 1.3892 10.2485 -1.9603  -0.244
C45 0.3402 9.7478 -1.1426  -0.055
N8 2.1165 11.9051 -3.6081  0.227
H103 1.6315 12.5735 -3.0220  0.152
H104 2.3546 12.2889 -4.5115  0.164
H105 1.3036 11.2417 -3.6742  0.169
H106 5.3836 11.3563 -2.2851  0.116
H107 4.3351 12.7765 -1.9920  0.110
H108 4.7305 12.2109 -3.6520  0.087
H109 3.3990 10.1953 -3.2295  0.162
H110 2.0661 11.8915 -1.0782  0.129
H111 2.9780 10.5670 -0.5865  0.156
H112 0.0870 10.4941 -0.3777  0.097
H113 0.7449 9.0260 -0.4566  0.079
H114 -0.5187 9.3535 -1.7387  0.116
C46 -10.2037 11.2465 10.0499  -0.012
C47 -10.5107 10.0308 9.1688  -0.273
C48 -9.4840 8.9120 9.3432  -0.187
O9 -9.9179 7.8054 8.5467  -0.215
C49 -9.5371 6.4905 9.0458  -0.041
N9 -11.8365 9.3684 9.5970  0.238
H115 -12.6683 9.9110 9.4192  0.171
H116 -11.9098 8.4839 9.1023  0.154
H117 -11.8104 9.1610 10.6089  0.186
H118 -10.0546 11.0609 11.1035  0.095
H119 -11.0635 11.8484 9.9416  0.079
H120 -9.2769 11.7201 9.8097  0.096
H121 -10.5951 10.2577 8.1251  0.153
H122 -9.4391 8.7084 10.4377  0.146
H123 -8.4975 9.1913 8.9645  0.147
H124 -9.6250 5.7748 8.2471  0.092
H125 -10.1503 6.2961 9.9134  0.089
H126 -8.5176 6.5121 9.3760  0.082
Br1 1.2741 -3.2282 -1.2077  0.560

Calculated values
Net charge: +8
HOMO-LUMO gap (Eh): 0.04144

---

Calculated LUMO level (eV), listed in the same order as above: -11.5397 -13.5144
Calculated strongest force on any atom (eV/Å), listed in the same order as above: 2.738 10.938
Calculated E (eV), listed in the same order as above: -110158.51235 -154635.19855